1.
H8O4 | the ωB97M-V functional and the def2-TZVPD basis

Structure (XYZ):
```
12
Properties=species:S:1:pos:R:3:forces:R:3
O -0.298 -2.295 -0.620 -1.2428 -0.5248 0.1119
H -0.001 -1.767 0.133 0.6756 -0.3158 -0.6891
H 0.433 -2.588 -1.166 0.2776 0.3606 0.3575
O -0.368 1.626 1.551 -1.6803 -1.5547 0.1998
H -1.235 1.114 1.415 1.9155 1.4471 0.2150
H -0.422 2.422 1.021 -0.2242 0.0583 -0.3065
O -0.706 0.856 -1.507 -1.1194 1.1550 -1.4411
H -1.663 0.735 -1.479 0.2239 -0.0877 -0.1192
H -0.375 0.445 -0.740 0.9049 -0.9842 1.2549
O 1.260 -0.344 0.245 1.6339 -0.7569 -0.7575
H 2.234 -0.433 0.167 -0.9634 -0.0196 -0.0903
H 1.141 0.228 0.979 -0.4013 1.2227 1.2646
```
Positions in Å, forces in eV/Å.

Calculated values
Net charge: 0
ΔE to the lowest compared entry with this formula, charge and spin (kcal/mol): 23.98
Electronic energy (hartree): -305.74100

2.
C3H12N3O | the ωB97M-V functional and the def2-TZVPD basis

Structure (XYZ):
```
19
Properties=species:S:1:pos:R:3:forces:R:3
C -2.160 0.604 -2.000 0.7200 0.4283 0.9361
O -0.895 -0.163 -1.917 -0.5929 0.4545 -0.5722
H -0.759 -0.443 -2.833 0.4950 -0.3490 0.1329
H -3.003 -0.056 -2.136 -0.1226 -0.1093 -0.0658
H -2.095 1.391 -2.748 0.0689 -0.3240 -0.3268
H -2.200 1.122 -1.046 -0.5076 -0.1198 0.1372
C 1.318 -1.852 0.512 0.4399 -1.6821 -0.4682
C 0.520 0.424 1.012 0.2682 -0.1661 1.0850
N 0.128 1.500 0.393 0.1035 -0.4395 -1.3451
N 0.492 -0.764 0.259 0.1598 0.3939 0.4535
N 0.952 0.425 2.256 0.2585 0.2511 -0.6335
H 0.073 2.414 0.800 0.0076 0.4205 0.5052
H 0.055 1.449 -0.623 -0.2089 0.1033 0.0250
H -0.111 -0.723 -0.609 -0.3173 0.0908 -0.6448
H 1.338 1.298 2.589 -0.2000 0.0948 0.5075
H 1.077 -0.386 2.842 -0.0232 -0.1813 -0.0596
H 2.359 -1.716 0.118 -0.0700 0.5507 0.0845
H 1.016 -2.718 -0.085 -0.3568 0.1181 0.0335
H 1.468 -2.173 1.546 -0.1220 0.4653 0.2158
```
Positions in Å, forces in eV/Å.

Calculated values
Net charge: +2
2S+1: 2
ΔE to the lowest compared entry with this formula, charge and spin (kcal/mol): 12.72
Electronic energy (hartree): -360.29084

3.
C12H15N2O6SW | the ωB97M-V functional and the def2-TZVPD basis

Structure (XYZ):
```
37
Properties=species:S:1:pos:R:3:forces:R:3
W 0.947 0.104 0.764 0.4902 0.1755 1.1146
C -3.338 -0.508 -2.521 0.0465 -0.0195 0.0633
C -2.286 -0.997 -1.568 -0.1627 0.0154 0.0565
C -0.978 -1.171 -1.967 0.0918 0.0571 -0.0979
C 0.006 -1.623 -1.078 -0.1507 -0.1672 -0.2253
C -0.369 -1.909 0.247 -0.5093 -0.0008 -0.2752
C -1.718 -1.775 0.663 0.1928 -0.0294 -0.0741
C -2.638 -1.323 -0.235 -0.1630 0.0524 -0.1281
S 0.880 -2.401 1.367 0.0159 -0.1809 0.1248
O 2.044 -1.833 0.600 0.1979 0.2315 -0.0959
O 0.939 -3.741 1.816 0.0578 0.0272 -0.0108
N 0.558 -1.203 2.388 0.1129 0.0015 0.0129
C 1.452 -1.045 3.544 -0.3004 -0.1580 -0.1763
C 2.575 -0.085 3.217 -0.0916 0.2570 -0.4302
O 3.475 0.217 3.913 0.1148 0.0034 0.0092
O 2.400 0.491 1.949 -0.2898 0.1026 0.3371
H -2.897 0.003 -3.375 0.0017 -0.0295 0.0078
H -4.023 0.176 -2.022 0.0205 -0.0007 0.0050
H -3.923 -1.351 -2.894 0.0063 0.0054 0.0155
H -0.699 -0.969 -2.995 -0.0067 -0.0142 0.0078
H 0.988 -1.880 -1.438 0.0750 0.0134 -0.0208
H -1.993 -1.999 1.684 0.0248 -0.0063 -0.0002
H -3.666 -1.196 0.080 0.0124 0.0013 -0.0246
H 1.881 -1.995 3.864 -0.0031 -0.0238 0.0328
H 0.888 -0.641 4.382 0.0008 0.0456 0.0380
N 2.045 2.003 0.035 -0.0341 -0.4441 -0.6612
C 1.399 3.000 -0.866 0.0064 0.0167 0.1477
C 0.324 2.377 -1.752 0.2069 -0.0209 -0.0317
C -0.856 1.954 -0.935 -0.1379 -0.2625 0.5422
O -1.985 2.284 -1.053 -0.0552 0.0097 -0.1705
O -0.499 1.092 0.110 0.1745 0.1445 0.0574
H 2.317 2.437 0.911 0.0066 0.0551 0.0946
H 2.920 1.674 -0.363 0.0703 0.0524 -0.0893
H 2.157 3.485 -1.477 0.0144 -0.0033 -0.0678
H 0.958 3.766 -0.231 -0.0364 0.0522 -0.0298
H 0.730 1.499 -2.260 -0.0083 -0.0177 -0.0550
H -0.016 3.084 -2.503 0.0079 0.0589 -0.0024
```
Positions in Å, forces in eV/Å.

Calculated values
Net charge: +1
Electronic energy (hartree): -1492.28302

4.
C35H58N3OP2Sn | the ωB97M-V functional and the def2-TZVPD basis

Structure (XYZ):
```
100
Properties=species:S:1:pos:R:3:forces:R:3
C -2.473 1.257 -1.806 0.3314 0.3190 0.5631
C -2.489 -1.017 -1.167 -0.5039 0.3310 -0.0355
C -3.627 1.095 -2.568 -0.0795 -0.3036 0.0071
C -3.753 -1.170 -1.794 0.4066 -0.3639 0.0125
C -4.314 -0.122 -2.501 0.0860 0.3101 0.0344
H -3.982 1.935 -3.157 -0.0692 -0.1933 0.0135
H -4.214 -2.153 -1.732 -0.0448 0.2476 -0.2296
H -5.262 -0.245 -3.014 0.0844 -0.0023 0.0553
N -1.993 0.269 -1.036 0.3863 -0.6827 -0.5573
P -0.833 2.910 -0.231 -0.3001 0.8159 -0.1565
P -0.206 -2.431 -0.022 0.0686 -1.2235 0.7793
C -1.741 2.599 -1.796 -0.2198 -0.3253 -0.3713
H -1.028 2.656 -2.639 -0.3105 -0.2566 0.3387
H -2.477 3.396 -1.980 0.2882 -0.1710 0.1316
C -1.765 -2.163 -0.767 -2.2940 -0.0384 0.5981
H -2.365 -3.088 -0.855 0.3603 0.4164 -0.1949
C 0.444 -3.667 -1.392 0.3817 0.2912 0.1471
C -0.455 -3.334 1.703 0.0516 0.3095 0.2027
C 0.726 3.945 -0.593 0.0003 -0.0242 0.1019
C -2.149 3.652 0.899 0.2315 -0.0305 0.2974
C 1.966 -3.525 -1.332 0.1620 -0.1287 -0.0633
H 2.381 -3.825 -0.359 -0.1326 0.0209 -0.2792
H 2.429 -4.151 -2.110 -0.0642 0.1736 0.2122
H 2.248 -2.480 -1.506 0.0059 -0.3553 0.0962
C -0.004 -5.113 -1.178 -0.0850 -0.1854 0.2054
H 0.403 -5.567 -0.267 -0.1624 0.1139 -0.2841
H -1.098 -5.202 -1.184 0.2869 -0.0617 -0.0032
H 0.368 -5.705 -2.029 -0.0484 0.2145 0.1979
C -0.090 -3.228 -2.762 -0.0480 0.2727 0.0807
H 0.372 -3.844 -3.547 -0.1301 0.1492 0.2665
H -1.179 -3.334 -2.839 0.2668 -0.1087 -0.0583
H 0.147 -2.176 -2.970 -0.1660 -0.3532 -0.1104
C 0.883 -3.975 2.101 0.2383 0.0019 -0.2455
H 1.677 -3.222 2.201 -0.2361 -0.2055 -0.0216
H 0.762 -4.458 3.084 -0.0159 0.1856 -0.2970
H 1.216 -4.747 1.395 -0.1246 0.2015 0.2577
C -0.845 -2.288 2.762 0.1189 0.1699 -0.1899
H -0.083 -1.500 2.871 -0.1641 -0.2243 0.0276
H -1.816 -1.825 2.540 0.1202 -0.1102 0.0212
H -0.931 -2.787 3.744 0.0181 0.1435 -0.4010
C -1.568 -4.378 1.619 -0.1735 -0.2355 -0.2766
H -1.370 -5.159 0.877 -0.1145 0.2141 0.3043
H -1.639 -4.876 2.599 -0.0052 0.2106 -0.2441
H -2.540 -3.916 1.401 0.1534 -0.1309 0.1071
C -1.500 3.949 2.266 0.1187 0.0538 0.0968
H -2.205 4.555 2.856 0.2460 -0.1922 -0.1248
H -1.298 3.026 2.834 -0.0420 0.4068 -0.3081
H -0.564 4.520 2.173 -0.3667 -0.1268 0.0880
C -3.294 2.633 1.086 0.1005 -0.0503 -0.2263
H -3.769 2.370 0.131 -0.0060 0.1058 0.2599
H -2.962 1.711 1.587 -0.0827 0.2372 -0.1485
H -4.063 3.097 1.724 0.2728 -0.1716 -0.1786
C -2.722 4.936 0.275 0.0558 0.2377 -0.0290
H -3.593 5.244 0.875 0.2798 -0.0964 -0.1747
H -1.999 5.761 0.288 -0.3012 -0.2552 0.0125
H -3.073 4.791 -0.755 0.0118 0.1188 0.3168
C 1.118 3.760 -2.067 -0.0900 -0.1248 -0.0906
H 0.424 4.272 -2.748 0.1982 -0.1163 0.1846
H 2.117 4.196 -2.228 -0.3150 -0.1073 0.1127
H 1.170 2.697 -2.341 -0.0294 0.3375 0.0843
C 1.858 3.395 0.299 -0.0423 0.0118 0.1485
H 2.085 2.346 0.057 -0.0157 0.1657 -0.0203
H 2.768 3.984 0.115 -0.2498 -0.1659 0.0802
H 1.624 3.467 1.373 0.0297 0.0272 -0.2483
C 0.510 5.438 -0.318 0.0030 0.2320 0.0322
H -0.270 5.864 -0.963 0.2380 -0.1080 0.1858
H 0.276 5.654 0.732 0.0671 -0.0336 -0.3459
H 1.449 5.962 -0.555 -0.2461 -0.1664 0.0566
Sn -0.359 0.445 0.485 0.3181 -0.4900 0.2352
C -1.981 0.947 3.799 -0.4131 -2.1723 2.0059
O -2.144 0.157 4.609 0.1677 1.8743 -1.8500
N 0.804 0.081 -1.357 0.9550 -2.0473 -3.1553
C 1.215 -0.485 -2.314 0.9502 3.8015 2.1696
C 2.284 -0.417 -3.435 -0.1095 -1.0086 -0.7737
C 2.010 -1.390 -4.573 -0.1899 -0.4611 -0.3116
C 2.264 0.995 -4.011 -0.3916 0.6927 0.2335
C 3.642 -0.723 -2.810 0.2812 -0.0670 0.7443
H 2.046 -2.434 -4.243 -0.0044 0.2524 -0.1007
H 1.033 -1.185 -5.026 0.1629 -0.1470 0.0024
H 2.772 -1.273 -5.359 -0.2168 0.0780 0.3562
H 2.603 1.727 -3.268 -0.0231 -0.1872 -0.2372
H 2.938 1.056 -4.877 -0.1595 -0.2120 0.2924
H 1.254 1.266 -4.353 0.3032 -0.0133 0.0355
H 4.424 -0.615 -3.573 -0.2953 0.0618 0.1449
H 3.853 -0.035 -1.977 0.0592 -0.1443 -0.2823
H 3.696 -1.748 -2.423 0.1084 0.3077 -0.2397
N 2.586 0.039 2.137 -0.2685 0.3711 -1.4496
C 2.145 -0.294 3.409 -0.4662 -0.2652 0.9541
C 2.521 -1.511 4.010 -0.0550 0.4626 -0.1330
C 2.009 -1.848 5.264 -0.0436 0.1015 -0.0965
C 1.151 -0.973 5.933 -0.0389 0.0417 -0.1342
C 0.777 0.235 5.335 0.3680 0.0363 -0.0450
C 1.239 0.567 4.067 0.5358 -0.4922 -0.1072
H 3.287 -0.546 1.700 -0.0181 0.1452 0.3180
H 2.691 1.022 1.900 0.2058 -0.3271 0.4368
H 3.244 -2.159 3.500 -0.2691 0.2201 0.2668
H 2.294 -2.794 5.727 -0.0411 0.3250 -0.1071
H 0.774 -1.218 6.922 0.1106 0.0074 -0.1686
H 0.156 0.945 5.876 0.0272 -0.2350 -0.0624
H 0.948 1.495 3.566 0.0610 -0.1272 0.2547
```
Positions in Å, forces in eV/Å.

Calculated values
Net charge: +3
ΔE to the lowest compared entry with this formula, charge and spin (kcal/mol): 0.00
Electronic energy (hartree): -2503.96961

5.
C33H34Cl3GeMoN2O5 | the ωB97M-V functional and the def2-TZVPD basis

Structure (XYZ):
```
79
Properties=species:S:1:pos:R:3:forces:R:3
Mo 0.958 -1.422 1.379 -1.3889 -0.3361 -0.1507
O 4.166 -2.299 3.726 0.0878 -0.0569 0.1240
C 3.435 -1.853 2.899 -0.3902 0.0436 -0.3710
O 2.152 -2.167 2.711 0.4888 0.0426 0.4618
C 3.838 -0.837 1.862 0.1172 -0.2163 0.2815
C 5.111 -0.332 1.692 0.0710 -0.0026 0.0138
C 5.338 0.550 0.647 -0.0106 0.0186 -0.0311
C 4.277 0.909 -0.179 0.1437 0.0481 -0.0056
C 3.042 0.362 0.078 -0.3351 0.1435 -0.2388
N 2.830 -0.496 1.069 0.2247 0.1523 -0.0434
C 1.807 0.746 -0.658 0.3430 -0.2790 0.1223
O 1.784 1.564 -1.534 -0.1744 0.1200 -0.0366
O 0.702 0.155 -0.168 0.2269 0.5632 0.0396
H 5.887 -0.652 2.375 0.0016 0.0218 -0.0168
H 6.325 0.960 0.478 -0.0140 -0.0066 0.0003
H 4.380 1.604 -1.001 0.0254 -0.0081 0.0152
N -1.147 -1.648 0.617 0.2118 -0.1806 -0.0667
C -1.686 -2.940 0.237 0.0044 0.1099 0.1273
C -2.906 -3.341 0.750 -0.0835 -0.0245 -0.0138
C -3.451 -4.552 0.353 0.0064 -0.0004 -0.0018
C -2.763 -5.341 -0.558 0.0423 0.0501 -0.0068
C -1.533 -4.928 -1.046 -0.0447 -0.0388 -0.0235
C -0.963 -3.716 -0.655 0.1972 0.0321 -0.0153
C 0.424 -3.369 -1.083 -0.2113 -0.1997 0.1825
C 0.820 -3.754 -2.362 0.0315 -0.0656 -0.0366
C 2.155 -3.756 -2.733 -0.0258 0.0074 -0.0047
C 3.113 -3.438 -1.784 -0.0485 -0.0125 0.0778
C 2.710 -3.006 -0.526 0.0177 0.0336 -0.0005
C 1.361 -2.866 -0.148 0.2488 0.0822 -0.3845
H -1.761 -1.212 1.302 0.0580 0.0509 0.0043
H -1.167 -1.047 -0.201 -0.0248 -0.0864 -0.0555
H -3.435 -2.705 1.453 0.0084 -0.0059 -0.0098
H -4.402 -4.874 0.754 0.0082 0.0052 -0.0099
H -3.176 -6.290 -0.874 0.0096 0.0054 0.0078
H -0.979 -5.572 -1.716 -0.0193 -0.0089 0.0241
H 0.068 -4.084 -3.069 0.0220 0.0163 -0.0029
H 2.444 -4.046 -3.734 -0.0082 -0.0108 0.0108
H 4.167 -3.521 -2.020 -0.0119 0.0109 0.0203
H 3.492 -2.783 0.191 0.0143 0.0539 -0.0354
Cl -2.284 -0.388 7.874 0.0319 0.0024 -0.0781
C -1.585 -0.260 6.294 -0.0472 0.0323 0.1176
C -1.383 -1.402 5.542 -0.0199 -0.0320 -0.0213
C -0.821 -1.254 4.290 0.0330 -0.1615 0.0216
Cl -0.583 -2.700 3.307 0.0608 0.0924 -0.0836
C -0.434 -0.031 3.738 0.0835 -0.0895 -0.2775
O 0.095 0.069 2.530 0.0839 0.1049 0.2565
C -0.674 1.089 4.540 -0.0152 0.2078 0.0815
Cl -0.243 2.652 3.921 -0.0166 -0.1170 0.0261
C -1.235 0.986 5.798 -0.0002 0.0496 0.0104
H -1.658 -2.375 5.922 0.0149 0.0028 -0.0051
H -1.399 1.875 6.391 0.0063 -0.0056 -0.0085
C -2.087 5.646 -0.419 0.0053 0.0123 0.0183
C -1.232 4.843 -1.396 -0.0075 -0.0319 0.0028
C 0.067 4.318 -0.783 -0.0681 0.0173 0.1481
C -0.180 3.198 0.231 0.1842 0.2130 -0.0095
Ge -0.790 1.537 -0.505 0.0169 -0.3931 0.3366
C -1.322 1.128 -2.296 -0.0099 0.0501 -0.3523
C -0.590 1.806 -3.461 -0.0380 -0.1087 -0.0499
C -1.400 1.753 -4.758 -0.0262 -0.0258 0.0166
C -2.549 2.755 -4.780 -0.0245 0.0120 0.0018
H -2.912 6.141 -0.930 -0.0010 -0.0340 -0.0109
H -1.492 6.419 0.072 -0.0045 0.0023 -0.0235
H -2.523 5.019 0.361 0.0260 0.0025 0.0081
H -0.993 5.458 -2.266 0.0182 0.0313 0.0195
H -1.824 4.002 -1.783 0.0097 0.0102 -0.0530
H 0.573 5.143 -0.273 -0.0059 0.0064 -0.0130
H 0.748 3.974 -1.561 0.0290 -0.0348 -0.0361
H -0.961 3.471 0.946 0.0744 0.0366 0.0346
H 0.699 2.954 0.832 0.0226 0.0847 0.0209
H -1.741 0.855 0.474 -0.1609 -0.0151 0.0723
H -2.394 1.364 -2.303 0.0122 -0.0003 -0.0607
H -1.249 0.039 -2.385 -0.0913 -0.0169 -0.0761
H 0.375 1.318 -3.600 -0.0278 0.0061 0.0082
H -0.369 2.849 -3.225 -0.0058 0.0223 0.0067
H -1.786 0.738 -4.902 0.0164 0.0013 -0.0026
H -0.734 1.947 -5.600 -0.0063 0.0213 0.0060
H -3.234 2.615 -3.940 0.0156 -0.0055 -0.0143
H -3.139 2.665 -5.692 0.0196 -0.0034 0.0017
H -2.169 3.778 -4.731 -0.0072 -0.0186 0.0086
```
Positions in Å, forces in eV/Å.

Calculated values
Net charge: +1
2S+1: 3
ΔE to the lowest compared entry with this formula, charge and spin (kcal/mol): 30.73
Electronic energy (hartree): -5289.18723

The highest electronic energy belongs to which entry? H8O4

Copy entry 3 word for word.
C12H15N2O6SW | the ωB97M-V functional and the def2-TZVPD basis

Structure (XYZ):
```
37
Properties=species:S:1:pos:R:3:forces:R:3
W 0.947 0.104 0.764 0.4902 0.1755 1.1146
C -3.338 -0.508 -2.521 0.0465 -0.0195 0.0633
C -2.286 -0.997 -1.568 -0.1627 0.0154 0.0565
C -0.978 -1.171 -1.967 0.0918 0.0571 -0.0979
C 0.006 -1.623 -1.078 -0.1507 -0.1672 -0.2253
C -0.369 -1.909 0.247 -0.5093 -0.0008 -0.2752
C -1.718 -1.775 0.663 0.1928 -0.0294 -0.0741
C -2.638 -1.323 -0.235 -0.1630 0.0524 -0.1281
S 0.880 -2.401 1.367 0.0159 -0.1809 0.1248
O 2.044 -1.833 0.600 0.1979 0.2315 -0.0959
O 0.939 -3.741 1.816 0.0578 0.0272 -0.0108
N 0.558 -1.203 2.388 0.1129 0.0015 0.0129
C 1.452 -1.045 3.544 -0.3004 -0.1580 -0.1763
C 2.575 -0.085 3.217 -0.0916 0.2570 -0.4302
O 3.475 0.217 3.913 0.1148 0.0034 0.0092
O 2.400 0.491 1.949 -0.2898 0.1026 0.3371
H -2.897 0.003 -3.375 0.0017 -0.0295 0.0078
H -4.023 0.176 -2.022 0.0205 -0.0007 0.0050
H -3.923 -1.351 -2.894 0.0063 0.0054 0.0155
H -0.699 -0.969 -2.995 -0.0067 -0.0142 0.0078
H 0.988 -1.880 -1.438 0.0750 0.0134 -0.0208
H -1.993 -1.999 1.684 0.0248 -0.0063 -0.0002
H -3.666 -1.196 0.080 0.0124 0.0013 -0.0246
H 1.881 -1.995 3.864 -0.0031 -0.0238 0.0328
H 0.888 -0.641 4.382 0.0008 0.0456 0.0380
N 2.045 2.003 0.035 -0.0341 -0.4441 -0.6612
C 1.399 3.000 -0.866 0.0064 0.0167 0.1477
C 0.324 2.377 -1.752 0.2069 -0.0209 -0.0317
C -0.856 1.954 -0.935 -0.1379 -0.2625 0.5422
O -1.985 2.284 -1.053 -0.0552 0.0097 -0.1705
O -0.499 1.092 0.110 0.1745 0.1445 0.0574
H 2.317 2.437 0.911 0.0066 0.0551 0.0946
H 2.920 1.674 -0.363 0.0703 0.0524 -0.0893
H 2.157 3.485 -1.477 0.0144 -0.0033 -0.0678
H 0.958 3.766 -0.231 -0.0364 0.0522 -0.0298
H 0.730 1.499 -2.260 -0.0083 -0.0177 -0.0550
H -0.016 3.084 -2.503 0.0079 0.0589 -0.0024
```
Positions in Å, forces in eV/Å.

Calculated values
Net charge: +1
Electronic energy (hartree): -1492.28302